80
Properties=species:S:1:pos:R:3 method="wB97M-V/def2-TZVPD" e_tot_ev=-64038.81874 multiplicity=3 e_above_lowest_kj_mol=261.4 molar_mass_g_mol=698.68 total_charge=+1 gap_ha="0.2436 / 0.2288" s_squared=2.01
Mo -0.551 -0.767 0.096
O -1.487 -2.057 -0.765
C -1.353 -2.870 -1.810
C -2.387 -3.060 -2.721
C -2.171 -3.827 -3.850
C -0.938 -4.436 -4.075
C 0.069 -4.299 -3.146
C -0.123 -3.524 -1.997
C 0.900 -3.468 -0.984
N 0.900 -2.739 0.074
C 2.031 -2.967 0.977
C 1.667 -2.670 2.423
N 1.114 -1.352 2.409
C 0.992 -0.613 3.433
C 0.497 0.755 3.331
C 0.337 1.544 4.473
C -0.078 2.856 4.385
C -0.319 3.419 3.134
C -0.159 2.672 1.984
C 0.227 1.332 2.062
O 0.330 0.590 0.962
H -3.333 -2.566 -2.550
H -2.969 -3.949 -4.570
H -0.777 -5.018 -4.972
H 1.031 -4.774 -3.304
H 1.727 -4.169 -1.134
H 2.847 -2.296 0.688
H 2.394 -3.995 0.896
H 2.563 -2.750 3.046
H 0.940 -3.402 2.792
H 1.280 -0.964 4.433
H 0.543 1.108 5.444
H -0.200 3.452 5.280
H -0.628 4.454 3.061
H -0.352 3.092 1.004
C -2.290 4.736 -2.373
C -0.923 4.061 -2.307
N -0.923 2.698 -2.821
C -1.392 1.636 -2.123
S -1.510 0.135 -2.923
N -1.751 1.862 -0.868
N -1.946 0.817 -0.060
C -2.778 0.987 0.933
C -3.655 2.188 1.045
C -2.741 -0.058 1.916
C -3.526 -0.089 3.071
C -3.433 -1.155 3.933
C -2.583 -2.215 3.602
C -1.836 -2.125 2.458
N -1.849 -1.050 1.648
H -2.232 5.747 -1.970
H -3.009 4.171 -1.781
H -2.648 4.788 -3.401
H -0.583 4.025 -1.271
H -0.194 4.629 -2.886
H -0.922 2.572 -3.818
H -3.741 2.664 0.073
H -3.220 2.909 1.742
H -4.647 1.912 1.402
H -4.204 0.729 3.268
H -4.017 -1.186 4.842
H -2.518 -3.090 4.232
H -1.191 -2.935 2.144
O 2.258 -0.994 -3.052
C 1.889 -0.216 -2.076
O 0.915 -0.474 -1.400
C 2.767 1.010 -1.821
N 3.872 0.999 -2.786
C 5.121 0.608 -2.086
C 4.664 0.054 -0.734
C 3.411 0.878 -0.430
H 2.128 1.889 -1.899
H 3.973 1.880 -3.267
H 3.003 -0.503 -3.480
H 5.784 1.464 -1.940
H 5.661 -0.133 -2.676
H 5.435 0.163 0.026
H 4.411 -1.006 -0.819
H 3.682 1.864 -0.053
H 2.725 0.411 0.277